[1]
DFT (the ωB97M-V functional and the def2-TZVPD basis) results for 7 unconnected molecules or ions with the total composition C5H25N2O6S at a distorted geometry.

The value obtained for the energy above the lowest of the compared OMol25 structures with the same formula, charge and spin is 102.9 kcal/mol. The total charge is -1. For the HOMO energy, the calculation gives -3.962 eV.

The geometry in XYZ format:
```
39
C5H25N2O6S the ωB97M-V functional and the def2-TZVPD basis
C -0.5140 0.8155 -2.7542
N -0.7251 0.2283 -1.4342
C -1.8510 0.7273 -0.6074
C -1.5403 1.9365 0.3900
S -0.0038 2.8991 0.3486
C -2.4781 -0.4925 0.2274
N -2.5367 -2.0114 -0.3119
C -1.4280 -3.0060 0.1186
H 0.2801 0.0133 -3.1660
H 0.0781 1.7961 -2.5616
H -1.4092 0.9374 -3.3583
H 0.0114 0.5663 -0.8607
H -2.6792 1.0511 -1.3591
H -1.5914 1.4609 1.4918
H -2.1478 2.7915 0.2574
H -3.4905 -0.1678 0.4545
H -1.8905 -0.6089 1.1440
H -2.4605 -1.9583 -1.2485
H -1.2892 -2.9636 1.2027
H -0.5511 -2.9120 -0.5270
H -1.9099 -3.9983 0.1585
H -0.6777 -1.6984 2.8167
H 0.4033 -0.6051 2.5840
O 0.2351 -1.5213 2.4173
H 0.2349 -1.5725 -1.6399
H 1.1691 -1.2842 -0.4936
O 1.1429 -1.8149 -1.3663
H 2.0998 2.9284 -1.0039
H 2.4423 3.4813 0.6635
O 2.8453 3.2266 -0.3059
H 2.6119 1.4563 0.5452
H 3.8762 1.1605 0.9357
O 3.0395 1.1276 1.3298
H -0.2857 1.0032 2.7119
H 1.0696 1.0162 3.2383
O 0.1411 0.7421 3.4947
H 3.1053 -1.1492 -1.8452
H 2.9921 -1.9771 -0.5376
O 3.6813 -1.6241 -1.1493
```

[2]
DFT (the ωB97M-V functional and the def2-TZVPD basis) results for 9 unconnected molecules or ions with the total composition C36H66F7IN3O26 at a distorted geometry.

The total charge is +1. For the HOMO energy, the calculation gives -12.047 eV.

The geometry in XYZ format:
```
139
C36H66F7IN3O26 the ωB97M-V functional and the def2-TZVPD basis
C 6.1091 -0.2422 0.6480
O 5.1557 -0.9180 -0.1766
C 3.8410 -0.5649 -0.0036
N 3.2906 -0.1888 -1.3562
C 1.9255 -0.1330 -1.4273
N 1.1559 -1.1651 -1.4244
C 1.5877 -2.5725 -1.3261
C 0.3894 -3.4415 -0.9718
C 0.8327 -4.8508 -0.5936
C 1.3845 -4.9747 0.8124
O 2.7440 -4.5542 0.9119
N 1.4030 1.1575 -1.5850
C 0.8656 1.7555 -0.4116
F 1.7024 1.6716 0.6583
F 0.6831 3.0680 -0.6672
C -0.5010 1.1491 0.0161
F -0.2427 0.0874 0.8248
F -1.2079 0.7282 -1.0451
C -1.3780 2.1553 0.8403
F -1.9731 3.0130 0.0063
F -2.3365 1.4182 1.4201
F -0.6627 2.8116 1.7809
C 2.5044 1.8488 -2.2920
C 3.7447 1.1498 -1.7414
I 5.4126 1.1733 -3.0830
H 5.6479 0.3198 1.4531
H 6.7419 -0.9960 1.1022
H 6.7476 0.3763 0.0274
H 3.7083 0.2936 0.6498
H 3.2842 -1.4084 0.3978
H 0.1611 -1.0061 -1.5107
H 2.3088 -2.6750 -0.5302
H 2.0321 -2.8726 -2.2674
H -0.3477 -3.4263 -1.7709
H -0.0986 -2.9825 -0.1098
H 1.5467 -5.2126 -1.3276
H -0.0521 -5.4791 -0.6221
H 1.3189 -6.0264 1.0809
H 0.7619 -4.4510 1.5345
H 2.8081 -3.9137 1.6187
H 2.5171 2.9254 -2.2892
H 2.3866 1.5364 -3.3279
H 4.1109 1.7661 -0.9252
C -2.9099 4.3754 -6.8464
O -3.5538 3.3984 -6.0183
C -2.8852 3.0710 -4.9257
O -1.8154 3.5064 -4.5827
O -3.5963 2.1611 -4.2553
C -2.9748 1.7352 -3.0487
H -3.5631 4.5456 -7.6955
H -2.7774 5.3092 -6.3050
H -1.9503 4.0064 -7.2014
H -2.8504 2.5730 -2.3696
H -2.0119 1.2769 -3.2640
H -3.6319 0.9972 -2.5954
C -1.4646 9.2071 -8.0888
O -1.5658 9.3754 -9.5027
C -2.0245 8.3086 -10.1521
O -2.3422 7.2615 -9.6518
O -2.0709 8.6007 -11.4468
C -2.5508 7.5397 -12.2761
H -1.0822 10.1438 -7.6951
H -2.4420 9.0050 -7.6548
H -0.7722 8.4031 -7.8460
H -3.5700 7.2719 -12.0053
H -1.9013 6.6700 -12.2009
H -2.5346 7.9156 -13.2942
C -4.3017 3.5563 1.6551
O -5.0100 4.5169 2.4352
C -5.5458 4.0125 3.5474
O -5.4601 2.8657 3.9042
O -6.1753 4.9867 4.1875
C -6.8005 4.5746 5.4075
H -3.9206 4.0796 0.7874
H -3.4797 3.1450 2.2196
H -4.9801 2.7673 1.3321
H -6.0594 4.1930 6.1063
H -7.5596 3.8196 5.2136
H -7.2739 5.4531 5.8334
C -5.6946 1.1823 7.3725
O -5.3744 0.8472 8.7230
C -5.6561 1.8127 9.5957
O -6.1302 2.8848 9.3278
O -5.3210 1.3876 10.8096
C -5.5724 2.3317 11.8537
H -5.4219 0.3280 6.7606
H -6.7609 1.3714 7.2653
H -5.1251 2.0504 7.0470
H -6.6331 2.5661 11.9121
H -4.9957 3.2408 11.6964
H -5.2557 1.8582 12.7778
C -4.3134 -5.8709 1.6242
O -3.6843 -4.6693 1.1676
C -3.3240 -3.8461 2.1474
O -3.4621 -4.0404 3.3220
O -2.7718 -2.7588 1.5988
C -2.3114 -1.8067 2.5592
H -4.5426 -6.4611 0.7422
H -3.6379 -6.4325 2.2662
H -5.2389 -5.6509 2.1514
H -1.5331 -2.2479 3.1816
H -3.1318 -1.4470 3.1768
H -1.8942 -0.9727 2.0145
C 2.5217 -9.1285 4.5213
O 1.1810 -9.6146 4.6184
C 0.2957 -8.9340 3.9018
O 0.5283 -7.9772 3.2085
O -0.9025 -9.4819 4.0829
C -1.9408 -8.8450 3.3415
H 3.1272 -9.7729 5.1509
H 2.8780 -9.1873 3.4949
H 2.5856 -8.1044 4.8835
H -1.7536 -8.9213 2.2714
H -2.0334 -7.8007 3.6361
H -2.8632 -9.3663 3.5791
C 10.5739 -0.7269 -7.5535
O 9.4451 -0.2559 -8.2952
C 8.4443 0.1928 -7.5495
O 8.4184 0.2295 -6.3465
O 7.4699 0.5971 -8.3628
C 6.3227 1.1094 -7.6909
H 11.3039 -1.0583 -8.2851
H 11.0002 0.0745 -6.9540
H 10.2928 -1.5637 -6.9176
H 6.5845 1.9828 -7.0955
H 5.8735 0.3440 -7.0595
H 5.6122 1.4015 -8.4581
C 5.7650 -2.8879 5.6185
O 5.0104 -1.6772 5.4823
C 3.8504 -1.8195 4.8603
O 3.4044 -2.8405 4.4052
O 3.2563 -0.6246 4.8012
C 1.9821 -0.6579 4.1683
H 6.6783 -2.6217 6.1406
H 5.2127 -3.6188 6.2043
H 6.0118 -3.2978 4.6413
H 1.2880 -1.2879 4.7210
H 2.0766 -1.0112 3.1402
H 1.6044 0.3610 4.1583
```

[3]
DFT (the ωB97M-V functional and the def2-TZVPD basis) results for 3 unconnected molecules or ions with the total composition C8H22IN2O2 at a distorted geometry.

The value obtained for the energy above the lowest of the compared OMol25 structures with the same formula, charge and spin is 47.2 kcal/mol. The total charge is -1. For the HOMO energy, the calculation gives -3.256 eV.

The geometry in XYZ format:
```
35
C8H22IN2O2 the ωB97M-V functional and the def2-TZVPD basis
I 5.0623 -2.3432 2.4674
C 2.4733 0.4450 -4.5659
C 1.0209 0.3459 -3.9825
C 0.4206 -1.0661 -4.2561
O 0.4798 -1.3870 -5.6550
C -0.3432 -2.5084 -5.9286
N 1.0668 0.5084 -2.4749
H 3.0279 1.3662 -4.3872
H 2.4547 0.3510 -5.6516
H 3.0784 -0.4220 -4.3006
H 0.3818 1.0660 -4.4935
H -0.5290 -1.1807 -3.7334
H 1.0968 -1.7884 -3.7988
H 0.3808 -3.0725 -6.5165
H -1.2567 -2.2036 -6.4391
H -0.6690 -2.9788 -5.0009
H 0.1807 0.1430 -2.1566
H 1.7841 -0.1403 -2.1837
C -1.5639 2.9701 4.6710
C -0.6660 1.7860 4.9819
C -1.2841 0.3779 4.6951
O -1.5513 -0.0037 3.3726
C -1.9836 -1.3213 3.2567
N 0.5320 1.8375 4.2131
H -1.9040 3.2879 5.6565
H -2.4757 2.8066 4.0966
H -1.0751 3.9099 4.4140
H -0.2557 1.8059 5.9915
H -2.1976 0.1586 5.2478
H -0.5808 -0.2791 5.2067
H -2.3105 -1.5843 2.2507
H -2.7666 -1.5649 3.9748
H -1.1709 -2.0070 3.4964
H 0.9232 0.9086 4.2777
H 0.2198 1.7767 3.2545
```

[4]
DFT (the ωB97M-V functional and the def2-TZVPD basis) results for C18H14FN5 in the gas phase at a distorted geometry.

The value obtained for the energy above the lowest of the compared OMol25 structures with the same formula, charge and spin is 0.0 kcal/mol. The SMILES is Nc1ncnc2c1ncn2[C@H](c1ccccc1)c1cccc(F)c1. For the HOMO energy, the calculation gives -8.197 eV.

The geometry in XYZ format:
```
38
C18H14FN5 the ωB97M-V functional and the def2-TZVPD basis
F 2.8593 3.7475 -0.2833
C 2.8421 2.4636 0.2189
C 3.9870 1.9926 0.8511
C 3.9206 0.7178 1.4401
C 2.7071 0.0218 1.4847
C 1.5531 0.5915 0.9487
C 0.2087 -0.1271 1.1449
C -0.9976 0.7851 1.1572
C -2.2598 0.3130 0.7999
C -3.2824 1.2338 0.5373
C -3.1084 2.5879 0.8555
C -1.9183 3.0039 1.4659
C -0.8598 2.1040 1.6091
C 1.6446 1.7434 0.1612
H 4.8824 2.6111 0.9025
H 4.8031 0.2496 1.8742
H 2.6317 -0.9678 1.9495
H 0.2408 -0.6118 2.1346
H -2.4442 -0.7596 0.7270
H -4.2027 0.8791 0.0720
H -3.8962 3.3225 0.6486
H -1.7973 4.0301 1.8147
H 0.0907 2.4443 2.0347
H 0.8027 2.1277 -0.4177
N -0.5758 -4.3348 -2.9292
C -0.8377 -3.0405 -2.6851
N -1.9132 -2.4125 -3.1665
C -2.2505 -1.2407 -2.5968
N -1.6785 -0.6716 -1.4950
C -0.5469 -1.2034 -1.0798
C -0.0182 -2.3644 -1.7284
N 0.8688 -3.0045 -0.9003
C 0.9925 -2.2359 0.1648
N 0.1358 -1.1480 0.1660
H 0.1253 -4.8191 -2.3774
H -1.1883 -4.8797 -3.5131
H -3.1144 -0.7238 -3.0271
H 1.5936 -2.4254 1.0370
```